Formula: C34H47CsN4O8P2S2Si
Source: the OMol25 dataset
Level of theory: ωB97M-V/def2-TZVPD

Last column: Löwdin charge in e.
Geometry (Å):
Cs: -0.5358 0.0241 -0.3861  1.06
N: 0.1515 3.3464 -4.0474  0.13
C: -1.0663 2.5040 -3.6805  -0.48
C: -2.2158 2.9287 -4.5893  -0.11
P: -1.3048 3.1885 -1.9467  0.20
O: -2.5300 2.3499 -1.4091  -0.23
O: -0.0323 2.8845 -1.2098  -0.44
O: -1.6224 4.6208 -2.2604  -0.35
P: -0.4561 0.8120 -4.2009  0.27
O: -1.8396 -0.0493 -4.3350  -0.20
O: 0.0517 1.1114 -5.5852  -0.36
O: 0.3834 0.1879 -3.1544  -0.44
H: -0.1209 4.3307 -3.9689  0.14
H: 0.4790 3.0404 -4.9726  0.13
H: 0.8568 3.1594 -3.3229  0.14
H: -2.4177 3.9938 -4.4654  0.07
H: -3.1106 2.3874 -4.2823  0.08
H: -2.0029 2.6976 -5.6367  0.07
H: -2.5718 2.1008 -0.4114  0.00
H: -2.1417 0.0078 -5.2480  0.04
N: 0.3899 1.6107 2.2448  -0.03
C: -0.4391 2.3671 3.1784  -0.29
C: -1.7149 2.8226 2.4799  -0.12
C: -2.6011 1.6106 2.1432  -0.70
O: -3.0677 0.9705 3.0910  -0.02
O: -2.7669 1.3421 0.9059  -0.22
H: 1.2042 1.1974 2.6825  0.05
H: 0.7035 2.2030 1.4823  0.05
H: 0.0820 3.2366 3.6085  0.09
H: -0.7223 1.7070 4.0006  0.11
H: -1.4649 3.3784 1.5720  0.10
H: -2.2767 3.4799 3.1485  0.11
S: 1.5192 -6.3564 4.1903  1.01
C: 2.9214 -5.8512 5.0359  -0.44
C: 3.3837 -4.6601 4.5700  -0.18
C: 2.5740 -4.1192 3.5344  -0.12
C: 1.5166 -4.9234 3.2209  -0.48
C: 0.4987 -4.6954 2.1905  -0.19
C: 0.2312 -3.3752 1.7443  -0.06
N: -0.6447 -3.0850 0.8137  0.11
C: -1.3383 -4.0871 0.2401  -0.14
C: -1.1744 -5.4263 0.6247  -0.14
C: -1.9529 -6.4572 -0.0010  -0.03
C: -2.8446 -6.1617 -0.9675  -0.04
C: -3.0295 -4.8061 -1.4015  -0.14
C: -3.9309 -4.4670 -2.4199  0.03
C: -4.0672 -3.1567 -2.8126  -0.19
C: -3.2476 -2.2001 -2.1724  -0.07
N: -2.3983 -2.4907 -1.2196  0.11
C: -2.2813 -3.7697 -0.8176  -0.14
C: -5.0422 -2.7734 -3.8420  -0.47
C: -6.2309 -3.3890 -4.1258  -0.14
C: -6.9448 -2.7656 -5.1815  -0.20
C: -6.2861 -1.6824 -5.6787  -0.43
S: -4.8032 -1.4175 -4.8742  1.09
C: -0.2240 -5.7125 1.6175  0.01
H: 3.3354 -6.4649 5.8199  0.05
H: 4.2727 -4.1740 4.9451  0.10
H: 2.7808 -3.1848 3.0095  0.05
H: 0.7849 -2.5424 2.1703  0.10
H: -1.8045 -7.4809 0.3237  0.11
H: -3.4329 -6.9409 -1.4389  0.11
H: -4.5059 -5.2496 -2.9029  0.12
H: -3.3013 -1.1545 -2.4632  0.11
H: -6.5941 -4.2416 -3.5695  0.11
H: -7.9079 -3.0979 -5.5420  0.09
H: -6.6007 -1.0211 -6.4696  0.06
H: -0.0578 -6.7435 1.9124  0.10
C: 3.7565 0.5148 -0.0140  -0.27
Si: 3.6886 -1.1616 0.9623  0.71
C: 3.9121 -2.4146 -0.5652  -0.68
C: 2.5219 -2.4780 -1.2103  -0.15
C: 4.8991 -2.0414 -1.6737  -0.12
C: 4.2572 -3.8133 -0.0462  -0.13
C: 5.4402 -1.0464 1.9104  -0.69
C: 5.5261 -2.1725 2.9452  -0.16
C: 5.4398 0.2780 2.6775  -0.15
C: 6.6985 -1.0912 1.0462  -0.13
H: 4.7372 0.7140 -0.4680  0.00
H: 3.5242 1.3589 0.6419  0.00
H: 3.0217 0.5418 -0.8253  0.01
H: 2.2777 -1.5377 -1.7107  0.06
H: 1.7498 -2.6755 -0.4632  0.03
H: 2.4712 -3.2704 -1.9718  0.08
H: 4.7133 -1.0311 -2.0468  0.07
H: 4.7916 -2.7267 -2.5292  0.07
H: 5.9382 -2.0940 -1.3453  0.05
H: 3.5534 -4.1289 0.7309  0.05
H: 5.2643 -3.8501 0.3821  0.05
H: 4.2154 -4.5565 -0.8577  0.07
H: 4.7189 -2.0738 3.6770  0.05
H: 6.4838 -2.1365 3.4897  0.07
H: 5.4362 -3.1628 2.4888  0.06
H: 4.5111 0.4072 3.2439  0.06
H: 5.5370 1.1322 2.0042  0.06
H: 6.2790 0.3135 3.3899  0.07
H: 6.8364 -2.0755 0.5920  0.05
H: 7.5974 -0.8835 1.6510  0.07
H: 6.6640 -0.3530 0.2410  0.06

Computed properties:
total charge: -2
HOMO-LUMO gap: 4.28 eV
HOMO level: -0.9 eV
LUMO level: 0.1257 hartree
relative energy (zero: lowest compared OMol25 entry of this formula, charge and spin): 4.6 kcal per mole